{
  "formula": "C14H25ClO3P2Sn",
  "method": "wB97M-V/def2-TZVPD",
  "e_tot_ha": -2131.21276,
  "homo_lumo_gap_ev": 5.15,
  "homo_ha": -0.17487,
  "de_lowest_kj_mol": 17.14,
  "elements": ["Sn", "H", "H", "P", "P", "C", "H", "H", "H", "C", "H", "H", "H", "C", "H", "H", "H", "C", "H", "H", "H", "C", "H", "H", "H", "C", "H", "H", "H", "C", "O", "H", "Cl", "C", "C", "C", "C", "C", "C", "C", "O", "O", "H", "H", "H", "H"],
  "xyz": [[0.4386, -0.5778, -1.7951], [-1.8994, -1.4760, 0.2291], [-2.2523, -0.8156, 0.0918], [-0.2554, -3.1802, -1.7353], [-0.2632, 1.9345, -1.8117], [1.2949, 2.7807, -1.3622], [1.2640, 3.8556, -1.5919], [1.4872, 2.6397, -0.2885], [2.1386, 2.3291, -1.9024], [-0.5811, 2.2713, -3.5746], [-1.5330, 1.8110, -3.8785], [-0.6240, 3.3475, -3.7934], [0.2164, 1.8178, -4.1780], [-1.5851, 2.6809, -0.8124], [-1.3817, 2.5425, 0.2605], [-1.6982, 3.7603, -1.0081], [-2.5432, 2.1866, -1.0323], [-0.3825, -3.5610, -3.5287], [-0.4423, -4.6417, -3.7221], [-1.2808, -3.0759, -3.9423], [0.4982, -3.1521, -4.0430], [1.2186, -4.0817, -1.1237], [1.2923, -3.9407, -0.0341], [1.1636, -5.1576, -1.3500], [2.1294, -3.6672, -1.5820], [-1.7033, -3.9569, -0.9402], [-2.6241, -3.4547, -1.2768], [-1.7748, -5.0321, -1.1775], [-1.6265, -3.8329, 0.1514], [1.8585, -0.4432, -0.0487], [2.8566, -0.8104, 0.4503], [0.8948, -0.6157, -3.4610], [0.4270, 3.6611, 6.7356], [0.3571, 2.6348, 5.3639], [0.3516, 1.2372, 5.5360], [0.3216, 0.4101, 4.4023], [0.3324, 0.9703, 3.1199], [0.2995, 2.3585, 2.9655], [0.3273, 3.2039, 4.0744], [0.5533, 0.1037, 1.9160], [0.4165, -1.1132, 1.8408], [1.0064, 0.8154, 0.8860], [0.3888, 0.8146, 6.5398], [0.3017, -0.6752, 4.4898], [0.2709, 2.8068, 1.9674], [0.3452, 4.2878, 3.9739]]
}

=====

{
  "formula": "C4H10ClNO",
  "method": "wB97M-V/def2-TZVPD",
  "e_tot_ha": -748.48188,
  "homo_lumo_gap_ev": 9.78,
  "homo_ha": -0.33564,
  "de_lowest_kj_mol": 365.26,
  "elements": ["C", "C", "C", "N", "Cl", "C", "O", "H", "H", "H", "H", "H", "H", "H", "H", "H", "H"],
  "xyz": [[1.2358, 0.0980, 1.3358], [0.7882, -0.0975, -0.1156], [1.4045, 0.8696, -1.1063], [-0.9667, 0.2216, -0.4405], [-1.4807, 1.5187, 0.6586], [-1.6599, -1.0396, -0.3210], [-3.0511, -0.8633, -0.1438], [0.7167, 0.9613, 1.8505], [0.8271, -0.8142, 1.8988], [2.3306, 0.2254, 1.4998], [0.8713, -1.1597, -0.3963], [0.7972, 1.8427, -1.0715], [1.4986, 0.3896, -2.0958], [2.4867, 1.0238, -0.9341], [-1.5940, -1.4571, -1.2686], [-1.1148, -1.7907, 0.4008], [-3.0893, 0.0714, 0.2492]]
}

=====

{
  "formula": "C2H12NO2",
  "method": "wB97M-V/def2-TZVPD",
  "total_charge": 1,
  "e_tot_ha": -288.40267,
  "homo_lumo_gap_ev": 12.60,
  "homo_ha": -0.57760,
  "de_lowest_kj_mol": 29.87,
  "elements": ["C", "C", "N", "H", "H", "H", "H", "H", "H", "H", "H", "H", "H", "O", "H", "H", "O"],
  "xyz": [[1.0270, 1.3916, 0.3462], [0.0833, 0.5097, -0.4257], [-0.1573, -0.8506, 0.1054], [0.9730, 1.2595, 1.4196], [2.0359, 1.2166, 0.0222], [0.7543, 2.4026, 0.0945], [-0.8818, 0.9950, -0.5101], [0.4489, 0.4614, -1.4419], [0.6997, -1.3692, 0.2803], [-0.7240, -1.4132, -0.5250], [-0.6951, -0.8285, 0.9834], [-1.5067, 0.3186, 3.2349], [0.0737, 0.1886, 3.3396], [-0.7123, -0.0568, 2.8479], [-1.0218, -0.9889, -3.6267], [0.0218, -2.0145, -3.2377], [-0.4185, -1.2219, -2.9069]]
}

=====

{
  "formula": "C5H8",
  "method": "wB97M-V/def2-TZVPD",
  "e_tot_ha": -195.22962,
  "homo_lumo_gap_ev": 10.54,
  "homo_ha": -0.34458,
  "de_lowest_kj_mol": 163.86,
  "elements": ["C", "C", "C", "C", "C", "H", "H", "H", "H", "H", "H", "H", "H"],
  "xyz": [[-1.6785, 0.0529, -1.1490], [-0.4679, 0.5374, -1.2421], [0.7926, 0.6874, -0.9346], [1.2309, -0.0296, 0.3420], [0.0448, -0.3699, 1.2581], [-1.8484, -0.9683, -1.4767], [-2.4821, 0.5593, -0.6197], [1.5259, 1.2205, -1.5353], [1.7544, -0.9454, 0.0341], [1.9653, 0.5771, 0.8801], [-0.3305, -1.3866, 1.0992], [0.2712, -0.2410, 2.3161], [-0.7777, 0.3062, 1.0277]]
}

=====

{
  "formula": "C35H56ClN2O27",
  "method": "wB97M-V/def2-TZVPD",
  "total_charge": 1,
  "e_tot_ha": -3968.17960,
  "homo_lumo_gap_ev": 8.75,
  "homo_ha": -0.42837,
  "elements": ["C", "C", "O", "C", "C", "O", "C", "N", "C", "C", "C", "N", "O", "C", "Cl", "C", "C", "H", "H", "H", "H", "H", "H", "H", "H", "H", "H", "H", "H", "H", "H", "H", "H", "H", "H", "H", "H", "H", "H", "H", "H", "C", "C", "O", "C", "O", "O", "H", "H", "H", "H", "C", "C", "O", "C", "O", "O", "H", "H", "H", "H", "C", "C", "O", "C", "O", "O", "H", "H", "H", "H", "C", "C", "O", "C", "O", "O", "H", "H", "H", "H", "C", "C", "O", "C", "O", "O", "H", "H", "H", "H", "C", "C", "O", "C", "O", "O", "H", "H", "H", "H", "C", "C", "O", "C", "O", "O", "H", "H", "H", "H", "C", "C", "O", "C", "O", "O", "H", "H", "H", "H"],
  "xyz": [[8.8063, -1.4180, 1.0166], [8.0497, -0.0196, 1.0467], [6.8566, -0.1892, 1.8597], [6.0730, 1.0021, 1.6939], [4.9543, 0.8289, 0.5391], [3.8516, 0.1224, 1.1572], [2.5859, 0.6049, 0.7156], [1.5454, -0.4768, 0.5990], [1.1613, -0.8683, 2.0281], [-0.4344, -0.9147, 2.2299], [-0.9673, 0.5628, 2.4428], [-1.4124, 1.4020, 1.3543], [-0.9813, 1.0089, 3.6027], [2.0101, -1.6960, -0.1342], [0.7887, -3.0974, -0.0562], [2.3380, -1.4643, -1.6866], [1.6145, -0.2056, -2.3452], [9.1719, -1.6157, -0.0471], [8.1385, -2.2383, 1.4090], [9.7301, -1.3700, 1.6881], [8.6842, 0.7945, 1.5356], [7.7111, 0.3223, 0.0108], [6.6826, 1.9257, 1.4219], [5.4821, 1.1411, 2.6615], [4.7083, 1.8826, 0.1991], [5.4641, 0.2305, -0.2931], [2.7607, 1.1429, -0.2787], [2.2715, 1.4304, 1.4441], [0.6658, -0.1052, 0.1934], [1.5376, -0.1054, 2.7877], [1.6478, -1.8502, 2.3195], [-0.9259, -1.3010, 1.2686], [-0.6872, -1.6322, 3.0615], [-0.9123, 1.2274, 0.4776], [-1.3105, 2.3863, 1.6277], [2.9589, -2.1211, 0.3361], [1.9617, -2.3848, -2.2463], [3.4673, -1.4762, -1.8201], [2.3530, 0.6594, -2.3180], [0.6017, 0.0523, -1.9102], [1.4655, -0.4375, -3.4519], [-2.5129, -4.6284, -0.4224], [-3.7244, -3.8462, -0.8373], [-4.6683, -4.8621, -1.1526], [-4.2973, -5.9806, -0.4673], [-4.9628, -6.9629, -0.3758], [-3.0688, -5.8272, 0.0987], [-1.9228, -4.1126, 0.3363], [-1.8652, -4.8773, -1.2683], [-4.1244, -3.2311, -0.0252], [-3.5348, -3.2099, -1.7026], [-3.3101, -0.2996, 4.9919], [-4.5280, 0.4613, 4.5589], [-5.4513, -0.5724, 4.2389], [-5.0734, -1.6802, 4.9337], [-5.7254, -2.6744, 5.0213], [-3.8545, -1.5060, 5.5138], [-2.7366, 0.2285, 5.7537], [-2.6509, -0.5427, 4.1576], [-4.9467, 1.0742, 5.3619], [-4.3380, 1.0955, 3.6923], [3.0652, 5.7864, 2.9327], [2.6172, 4.3657, 2.7554], [3.3215, 3.9534, 1.5873], [4.4214, 4.7555, 1.4776], [5.3177, 4.5728, 0.7037], [4.3680, 5.7836, 2.3599], [3.1022, 6.0847, 3.9805], [2.4394, 6.4953, 2.3837], [2.9132, 3.7256, 3.5916], [1.5392, 4.2825, 2.6101], [-8.1389, -3.2975, 0.2058], [-7.6305, -3.9458, -1.0470], [-8.2905, -3.2157, -2.0761], [-8.6182, -2.0022, -1.5606], [-9.0334, -1.0834, -2.2069], [-8.4125, -1.9648, -0.2164], [-7.4033, -3.3077, 1.0107], [-9.0656, -3.7517, 0.5670], [-6.5513, -3.8319, -1.1699], [-7.8823, -5.0053, -1.0994], [-11.9205, -2.2405, -1.7866], [-13.1351, -1.4669, -2.2048], [-14.0739, -2.4909, -2.5124], [-13.6996, -3.6020, -1.8216], [-14.3620, -4.5891, -1.7239], [-12.4721, -3.4410, -1.2568], [-11.3326, -1.7171, -1.0325], [-11.2729, -2.4910, -2.6308], [-13.5371, -0.8489, -1.3969], [-12.9487, -0.8354, -3.0736], [3.7858, -6.9102, 0.1052], [3.5566, -7.1271, -1.3603], [3.3457, -5.8051, -1.8471], [3.9445, -4.9548, -0.9759], [4.0989, -3.7815, -1.1722], [4.3459, -5.6011, 0.1477], [4.4714, -7.6410, 0.5339], [2.8560, -6.9156, 0.6807], [4.4288, -7.5537, -1.8625], [2.6904, -7.7582, -1.5589], [3.3098, 5.1053, -2.6964], [3.2200, 4.0574, -1.6281], [2.5298, 2.9953, -2.2806], [2.7356, 3.1454, -3.6202], [2.4365, 2.3310, -4.4404], [3.3248, 4.3364, -3.8971], [4.2095, 5.7100, -2.6102], [2.4383, 5.7656, -2.7104], [4.2014, 3.6985, -1.3086], [2.6675, 4.4004, -0.7540], [6.2954, 9.1220, -3.7189], [4.8022, 9.1693, -3.8547], [4.3685, 8.1580, -2.9500], [5.3546, 7.9962, -2.0276], [5.2414, 7.3439, -1.0321], [6.4788, 8.6682, -2.3818], [6.7594, 10.0973, -3.8655], [6.7560, 8.4034, -4.4022], [4.3826, 10.1286, -3.5401], [4.4680, 8.9529, -4.8696]]
}

=====

{
  "formula": "C17H23N3O3",
  "method": "wB97M-V/def2-TZVPD",
  "e_tot_ha": -1051.60591,
  "homo_lumo_gap_ev": 8.79,
  "homo_ha": -0.30824,
  "de_lowest_kj_mol": 183.14,
  "elements": ["C", "C", "C", "C", "C", "N", "C", "O", "N", "C", "C", "C", "C", "N", "C", "C", "C", "C", "C", "C", "C", "O", "O", "H", "H", "H", "H", "H", "H", "H", "H", "H", "H", "H", "H", "H", "H", "H", "H", "H", "H", "H", "H", "H", "H", "H"],
  "xyz": [[-1.8578, -1.9214, -2.0115], [-1.8627, -2.5379, -0.6065], [-2.4632, -1.7482, 0.5988], [-3.9584, -1.3977, 0.3789], [-1.4873, -0.6449, 1.1861], [-1.9459, -0.2577, 2.4912], [-1.3529, 0.6385, 0.3429], [-1.9419, 0.7720, -0.7325], [-0.5764, 1.6289, 0.9355], [-0.0488, 2.8118, 0.2456], [0.9694, 2.4233, -0.8751], [2.1685, 1.6877, -0.3675], [3.1548, 2.2485, 0.3995], [4.0746, 1.2808, 0.7944], [3.7209, 0.0546, 0.3244], [4.2931, -1.2367, 0.4211], [3.6110, -2.3051, -0.0898], [2.5089, -2.1085, -0.9376], [1.9082, -0.8721, -1.0399], [2.4828, 0.2279, -0.3863], [-1.0424, 3.8562, -0.3578], [-0.6606, 4.9591, -0.6419], [-2.2405, 3.4598, -0.6752], [-1.1446, -1.1077, -2.1197], [-2.8389, -1.5193, -2.2922], [-1.6056, -2.6991, -2.7674], [-0.8120, -2.8069, -0.3383], [-2.3278, -3.5032, -0.6137], [-2.4630, -2.5004, 1.3889], [-4.4881, -2.3278, 0.1152], [-4.0891, -0.6447, -0.3762], [-4.3294, -0.9537, 1.3136], [-0.4867, -1.0941, 1.1118], [-1.5235, 0.6484, 2.7693], [-1.7110, -0.8993, 3.2231], [0.1268, 1.1200, 1.5101], [0.4849, 3.3201, 1.0502], [1.2382, 3.3879, -1.3199], [0.4175, 1.8191, -1.6546], [3.2539, 3.2767, 0.7786], [4.8521, 1.4821, 1.3515], [5.2817, -1.4590, 0.8574], [3.9962, -3.3147, 0.0317], [2.1037, -2.9532, -1.4608], [0.9085, -0.8201, -1.4926], [-2.2970, 2.5302, -0.4629]]
}